51
Properties=species:S:1:pos:R:3:forces:R:3 method="wB97M-V/def2-TZVPD" orbital_gap_ev=6.0 homo_ev=-11.13 energy_ev=-33089.049 total_charge=+1
N -3.726395 4.727520 -1.046818 0.60 0.55 -1.09
C -3.794312 3.380064 -1.113784 0.83 0.51 0.18
N -4.395762 2.777012 -0.096903 -0.18 -0.42 -0.26
N -3.244100 2.768514 -2.192760 -2.18 -1.54 0.29
C -4.167035 3.059251 -3.353891 0.11 0.35 -0.64
C -5.609533 2.625885 -3.088522 2.26 -2.15 0.27
O -6.499867 3.377239 -3.064083 -2.23 2.15 0.05
C -3.027619 1.292176 -2.055213 0.82 0.13 0.01
C -1.858983 0.849730 -1.104688 0.95 -0.46 0.10
N -1.361038 -0.455267 -1.571616 -1.13 0.19 -0.04
N -2.259760 0.591678 0.283081 -0.35 0.52 -0.43
N -0.744379 1.772465 -1.104497 -0.53 0.18 -0.06
H -4.587882 5.111034 -1.441720 -0.31 0.46 1.11
H -2.969775 5.065230 -1.638196 0.04 0.14 0.06
H -5.173744 2.163665 -0.286687 0.44 -0.75 0.29
H -4.110572 2.977747 0.847459 -0.73 0.65 0.16
H -4.206031 4.119685 -3.556014 0.21 0.26 -0.09
H -3.836589 2.555121 -4.256006 0.45 -0.12 0.01
H -5.769461 1.551561 -2.872250 0.03 -0.15 -0.11
H -2.775642 0.952232 -3.049156 0.14 0.09 -0.32
H -3.924710 0.745624 -1.789911 -0.30 -0.02 0.15
H -1.429796 -0.534583 -2.580798 0.24 -0.12 -0.02
H -1.989992 -1.146859 -1.171458 0.24 -0.30 -0.16
H -3.245517 0.358211 0.270042 0.01 -0.31 0.30
H -2.193460 1.441661 0.828751 0.14 -0.05 0.13
H -0.720602 2.372883 -1.914574 0.17 0.11 0.07
H -0.652733 2.294194 -0.246530 0.15 0.12 -0.06
O 2.583300 -4.259954 1.856607 0.02 -0.09 -0.24
C 1.819073 -3.343051 1.833585 0.21 0.06 0.31
O 1.422144 -2.736708 0.685812 -0.02 -0.02 0.04
C 0.592790 -1.600104 0.988249 -0.18 0.07 0.11
C 0.049033 -1.865967 2.384903 0.04 0.03 0.17
C 1.188990 -2.651829 3.027121 -0.52 0.10 -0.23
H 1.209825 -0.698905 0.948459 0.02 -0.02 -0.01
H -0.193592 -1.517222 0.245683 0.24 -0.06 -0.11
H -0.220625 -0.957136 2.920415 0.04 0.03 -0.05
H -0.840630 -2.495635 2.322587 0.00 0.02 -0.02
H 1.932200 -1.996240 3.484094 0.05 -0.08 0.04
H 0.835447 -3.380032 3.751100 0.26 -0.04 0.09
O 8.236844 -0.888098 2.680165 -0.12 0.21 0.04
C 7.366545 -1.550648 2.202741 0.30 -0.25 0.10
O 6.047296 -1.302802 2.411801 -0.01 0.05 -0.08
C 5.249660 -2.330965 1.796391 -0.11 -0.13 -0.03
C 6.135727 -2.935513 0.720019 0.12 -0.15 -0.09
C 7.526090 -2.782700 1.332053 -0.47 0.12 -0.33
H 4.970865 -3.059144 2.559961 0.00 -0.01 -0.01
H 4.344348 -1.886368 1.387129 0.03 0.13 0.10
H 5.867733 -3.960211 0.471568 -0.06 0.01 0.08
H 6.069493 -2.340307 -0.192478 -0.02 0.00 0.01
H 7.788850 -3.628631 1.968423 0.09 0.03 0.01
H 8.293884 -2.625501 0.580353 0.19 -0.03 0.19